Entry 1:
Entry from the Open Molecules 2025 dataset: 2 unconnected molecules or ions with the total composition C4H12O2 in a non-equilibrium geometry (ωB97M-V/def2-TZVPD).

```
18
Properties=species:S:1:pos:R:3
C 2.53271 0.09791 0.86814
C 1.26823 -0.09413 1.66986
O 0.64758 1.12883 1.57117
H 3.00699 -0.86146 0.66137
H 3.30887 0.71179 1.32511
H 2.46492 0.43720 -0.16548
H 1.56384 -0.41363 2.66918
H 0.59458 -0.77418 1.14849
H -0.04319 0.94012 0.93178
C -2.21442 -0.96881 -0.89483
C -1.43793 0.17509 -1.58791
O -0.78045 0.96314 -0.65396
H -2.78875 -1.53253 -1.62999
H -2.79619 -0.54952 -0.07395
H -1.68621 -1.75491 -0.35526
H -2.00621 0.87950 -2.19534
H -0.78172 -0.25917 -2.34216
H -0.85272 1.87469 -0.94629
```

Properties
- E_HOMO (eV) = -9.354
- multiplicity = 1
- structure (SMILES) = CCO.CCO
- E (a.u.) = -310.024715
- ΔE to the lowest compared entry with this formula, charge and spin (eV) = 1.312
- net charge = 0

***

Entry 2:
Entry from the Open Molecules 2025 dataset: 3 unconnected molecules or ions with the total composition C4H12O2 in a non-equilibrium geometry (ωB97M-V/def2-TZVPD).

```
18
Properties=species:S:1:pos:R:3
C 0.88322 0.31782 1.25153
C 0.14820 -0.20047 0.26822
C -0.82983 0.68625 -0.44880
C 0.36719 -1.58164 -0.28288
H 1.57713 -0.31574 1.79328
H 0.66348 1.31709 1.58443
H -0.34925 1.23072 -1.26664
H -1.14777 1.54700 0.15961
H -1.80662 0.28640 -0.71087
H 1.31891 -1.62377 -0.80885
H -0.38709 -1.95139 -0.96916
H 0.32761 -2.33047 0.50528
O 3.02653 0.70830 -1.91817
H 3.05799 0.57105 -0.96235
H 2.60692 -0.06450 -2.30964
O -3.34909 0.83889 1.47700
H -2.78480 0.23573 1.98473
H -3.32270 0.32873 0.65329
```

Properties
- E_HOMO (eV) = -9.634
- multiplicity = 1
- structure (SMILES) = C=C(C)C.O.O
- E (a.u.) = -310.039283
- ΔE to the lowest compared entry with this formula, charge and spin (eV) = 0.915
- net charge = 0

***

Entry 3:
Entry from the Open Molecules 2025 dataset: C4H12O2P2S3 in the gas phase in a non-equilibrium geometry (ωB97M-V/def2-TZVPD).

```
23
Properties=species:S:1:pos:R:3
C 1.91016 -1.75710 2.15836
C -0.17722 0.33053 2.60349
C -1.88289 -0.30246 -1.97274
C -0.28309 2.06775 -2.72458
O -0.93515 1.54348 -0.15038
O 0.26868 -0.96800 0.17556
P 0.27231 -1.25286 1.74868
P -0.61559 0.89144 -1.39562
S 2.41207 1.19083 -0.92908
S -1.02861 -2.66336 2.05732
S 1.27329 -0.19144 -1.34998
H 2.25027 -0.92226 2.72954
H 2.44974 -1.63019 1.25506
H 2.15806 -2.74044 2.50956
H -1.22968 0.65795 2.57520
H 0.67810 0.97564 2.46913
H -0.05973 -0.05703 3.63659
H -2.87700 0.19016 -1.82208
H -1.85670 -1.34874 -1.51893
H -1.99821 -0.55963 -2.98013
H 0.24657 2.96694 -2.46358
H -1.35621 2.11703 -3.17399
H 0.38082 1.46176 -3.43738
```

Properties
- E_HOMO (eV) = -8.042
- multiplicity = 1
- E (a.u.) = -2187.352123
- ΔE to the lowest compared entry with this formula, charge and spin (eV) = 2.052
- net charge = 0

***

Entry 4:
Entry from the Open Molecules 2025 dataset: 2 unconnected molecules or ions with the total composition C4H12O2S in a non-equilibrium geometry (ωB97M-V/def2-TZVPD).

```
19
Properties=species:S:1:pos:R:3
O -0.28844 2.30392 1.66177
C -0.98519 1.14005 1.21041
C -0.04751 -0.03231 1.42492
C -0.19136 -0.77609 0.13786
C 0.80595 -2.02156 0.13729
S 1.73233 -2.08468 -1.46223
H -0.68243 3.12011 1.28140
H -1.31606 1.21010 0.16636
H -1.93657 0.84480 1.85963
H 1.02391 0.30824 1.54966
H -0.37566 -0.48910 2.28711
H -1.39576 -0.92270 -0.01394
H 0.00070 -0.11213 -0.79625
H 0.11187 -2.82324 0.50705
H 1.48396 -1.89462 0.97809
H 2.50405 -3.05148 -1.23934
O -0.12185 1.77719 -2.81623
H 0.00833 2.48855 -3.47226
H -0.33026 1.01496 -3.40128
```

Properties
- E_HOMO (eV) = -9.043
- multiplicity = 1
- structure (SMILES) = OCCCCS.O
- E (a.u.) = -708.193815
- ΔE to the lowest compared entry with this formula, charge and spin (eV) = 1.771
- net charge = 0

***

Entry 5:
Entry from the Open Molecules 2025 dataset: 2 unconnected molecules or ions with the total composition C4H12O2S in a non-equilibrium geometry (ωB97M-V/def2-TZVPD).

```
19
Properties=species:S:1:pos:R:3
O 3.25679 -0.02164 -0.72518
C 2.46776 -0.54463 0.34420
C 1.44172 0.35979 0.98566
C 0.00790 0.22343 0.43761
C -0.99711 1.08183 1.18574
S -2.61143 0.95140 0.39611
H 3.56235 0.82612 -0.44263
H 3.18179 -0.88852 1.09565
H 1.89687 -1.37942 -0.06831
H 1.49614 0.20957 2.07140
H 1.76107 1.41242 0.99442
H 0.06613 0.46539 -0.62132
H -0.27402 -0.82672 0.50947
H -0.67162 2.12338 1.28989
H -1.07743 0.85340 2.25046
H -2.55555 2.06767 -0.27812
O -1.05235 -2.63432 -2.55034
H -1.16713 -3.24966 -1.81861
H -0.20694 -2.20601 -2.42331
```

Properties
- E_HOMO (eV) = -9.107
- multiplicity = 1
- structure (SMILES) = OCCCCS.O
- E (a.u.) = -708.238725
- ΔE to the lowest compared entry with this formula, charge and spin (eV) = 0.549
- net charge = 0

***

Entry 6:
Entry from the Open Molecules 2025 dataset: 3 unconnected molecules or ions with the total composition C4H12O3 in a non-equilibrium geometry (ωB97M-V/def2-TZVPD).

```
19
Properties=species:S:1:pos:R:3
C -1.53800 -0.08934 -0.55249
C -0.35391 0.11843 0.37819
C 0.96621 -0.45516 -0.18070
C 2.12821 -0.49770 0.75559
O 3.28117 -0.29679 0.48782
H -2.42049 0.08430 0.05478
H -1.51607 -1.12912 -0.89523
H -1.44080 0.42299 -1.50863
H -0.56751 -0.30681 1.36653
H -0.17442 1.17353 0.65572
H 1.29997 0.13854 -1.03744
H 0.60974 -1.39620 -0.62473
H 1.83261 -0.61363 1.83026
O -1.96406 -2.65757 0.80005
H -1.37128 -2.63140 1.55943
H -2.56294 -3.38332 0.94331
O 0.87968 3.95130 -1.45173
H 1.71951 4.38258 -1.63229
H 1.19239 3.18537 -0.94844
```

Properties
- E_HOMO (eV) = -9.932
- multiplicity = 1
- structure (SMILES) = CCCC=O.O.O
- E (a.u.) = -385.288855
- ΔE to the lowest compared entry with this formula, charge and spin (eV) = 0.895
- net charge = 0

***

Entry 7:
Entry from the Open Molecules 2025 dataset: 3 unconnected molecules or ions with the total composition C4H12O3 in a non-equilibrium geometry (ωB97M-V/def2-TZVPD).

```
19
Properties=species:S:1:pos:R:3
C -0.05454 -2.70872 0.37989
C -0.20298 -1.23699 0.24264
C 0.85930 -0.31486 0.19336
C 0.64347 1.14900 -0.02073
O 0.96406 1.44395 -1.47991
H -0.30896 -3.28773 -0.54528
H 1.04589 -2.97297 0.41395
H -0.64939 -3.04719 1.25756
H -1.11629 -0.62840 0.11203
H 1.82259 -0.74273 0.36505
H 1.34963 1.55336 0.72276
H -0.41003 1.27376 0.16776
H 1.24737 2.39590 -1.54950
O -0.11250 0.64272 2.99689
H 0.24045 0.26346 2.14622
H -1.03234 0.47874 3.22521
O -1.68683 0.60146 -2.23952
H -2.16923 0.83291 -3.06141
H -0.80905 1.04528 -2.24501
```

Properties
- E_HOMO (eV) = -9.502
- multiplicity = 1
- structure (SMILES) = C/C=C/CO.O.O
- E (a.u.) = -385.255363
- ΔE to the lowest compared entry with this formula, charge and spin (eV) = 1.807
- net charge = 0

***

Entry 8:
Entry from the Open Molecules 2025 dataset: 3 unconnected molecules or ions with the total composition C4H12O3 in a non-equilibrium geometry (ωB97M-V/def2-TZVPD).

```
19
Properties=species:S:1:pos:R:3
C 0.01499 -2.29336 -0.22482
C 0.38118 -0.83672 -0.19818
C -0.49086 0.14099 0.06383
C 0.00149 1.55213 0.19444
O -0.63994 2.45199 -0.73950
H 0.03343 -2.66162 -1.25780
H -0.97594 -2.49774 0.17233
H 0.75755 -2.91034 0.27835
H 1.42993 -0.63054 -0.00499
H -1.55745 -0.02037 -0.02594
H -0.16560 1.95053 1.19814
H 1.06707 1.52858 -0.02402
H -0.39287 3.33348 -0.45576
O 0.59773 -0.00087 3.09363
H 0.80159 -0.55838 3.83822
H 0.27154 -0.60202 2.41313
O -0.28098 0.62964 -3.18206
H -0.69751 0.04274 -2.55769
H -0.15534 1.38189 -2.58129
```

Properties
- E_HOMO (eV) = -9.879
- multiplicity = 1
- structure (SMILES) = C/C=C/CO.O.O
- E (a.u.) = -385.283135
- ΔE to the lowest compared entry with this formula, charge and spin (eV) = 1.051
- net charge = 0